Record 1
2 unconnected molecules or ions with the total composition C4H5NO2 in a non-equilibrium geometry. Source: OMol25; level of theory: wB97M-V/def2-TZVPD.

Last column: Löwdin charge in e.
CARTESIAN COORDINATES (ANGSTROEM)
O: -1.568 -1.366 -0.781  -0.021
O: -1.257 1.983 0.491  0.158
N: -0.387 -0.067 1.049  0.077
C: -0.418 1.179 0.259  -0.445
C: 0.715 -0.578 0.836  -0.137
C: 1.574 0.280 -0.097  -0.007
C: 0.813 1.257 -0.528  -0.002
H: -1.908 -0.992 -0.001  -0.005
H: 0.972 -1.513 1.398  0.135
H: 2.625 -0.030 -0.318  0.120
H: 0.975 1.926 -1.302  0.099
H: -2.136 -2.078 -1.007  0.027

Its SMILES is O=C1C=CC=N1.O. For the total energy, the calculation gives -360.5945 hartree. Its LUMO energy is -0.7 eV. Its spin multiplicity is 1. As for the HOMO energy: -10.17 eV. The calculation puts the HOMO-LUMO gap at 9.442 eV.

Record 2
2 unconnected molecules or ions with the total composition C4H10N2O2 in a non-equilibrium geometry. Source: OMol25; level of theory: wB97M-V/def2-TZVPD.

Last column: Löwdin charge in e.
CARTESIAN COORDINATES (ANGSTROEM)
O: 2.217 -0.698 0.409  0.051
O: -0.615 2.082 -0.970  0.024
N: 1.231 1.412 0.920  0.055
N: -0.470 -0.131 -0.095  -0.269
C: 1.279 0.092 0.984  -0.352
C: -0.174 -0.592 -1.445  -0.073
C: -1.498 -0.911 0.579  -0.072
C: -0.596 1.385 0.025  -0.360
H: 0.527 0.097 -1.914  0.088
H: 0.277 -1.584 -1.392  0.090
H: -1.155 1.617 0.942  0.131
H: 1.784 1.822 0.169  0.072
H: -2.438 -0.910 0.019  0.091
H: -1.152 -1.941 0.697  0.094
H: 2.631 -0.229 -0.329  0.115
H: -1.073 -0.624 -2.061  0.092
H: -1.684 -0.503 1.575  0.086
H: 0.910 -0.383 1.887  0.137

Its SMILES is [H]/N=C\O.CN(C)C=O. For the total energy, the calculation gives -418.3213 hartree. Its LUMO energy is 0.7 eV. Its spin multiplicity is 1. As for the HOMO energy: -8.57 eV. The calculation puts the HOMO-LUMO gap at 9.262 eV.

Record 3
4 unconnected molecules or ions with the total composition C30H64N3O16P2S4 in a non-equilibrium geometry. Source: OMol25; level of theory: wB97M-V/def2-TZVPD.

Last column: Löwdin charge in e.
CARTESIAN COORDINATES (ANGSTROEM)
S: -0.610 -4.392 4.013  0.588
S: -3.866 7.134 2.500  0.745
S: 1.912 -5.821 -6.999  0.596
S: 3.057 -5.146 -1.298  0.567
P: 2.613 3.778 -1.910  0.772
P: -2.890 2.861 -1.117  0.965
O: 1.590 -6.913 -6.154  -0.224
O: 3.230 -5.124 -6.423  -0.188
O: 0.913 -4.603 -6.709  -0.189
O: -4.130 3.815 -1.606  -0.285
O: 3.683 -4.698 -0.107  -0.211
O: 3.484 4.673 -1.109  -0.390
O: 2.679 -4.222 -2.312  -0.239
O: 0.659 -5.019 4.070  -0.209
O: -0.995 -3.814 5.450  -0.181
O: -1.744 -5.055 3.477  -0.216
O: -1.136 4.954 -1.356  -0.107
O: 3.923 -6.294 -1.974  -0.182
O: -0.234 1.499 4.336  0.062
O: 2.021 -5.972 -8.403  -0.208
O: -0.434 -2.980 3.278  -0.223
O: 1.800 -6.041 -0.911  -0.193
N: 0.686 5.910 -2.396  0.097
N: 0.611 3.647 4.327  0.161
N: 0.605 2.973 -0.040  -0.169
C: 3.022 -3.713 -6.289  -0.159
C: -1.262 -3.335 -0.128  -0.190
C: -3.818 4.604 1.307  -0.266
C: 0.441 1.536 -0.395  0.017
C: 0.256 5.144 -1.256  -0.398
C: -2.597 5.124 0.515  -0.178
C: -1.223 2.550 1.661  -0.112
C: 3.332 -7.585 -1.732  -0.138
C: 3.446 -0.113 2.087  -0.197
C: 1.559 -3.598 -5.913  -0.159
C: 1.738 3.207 0.937  -0.112
C: -1.745 4.134 -0.322  -0.477
C: -3.624 -2.328 0.113  -0.266
C: -0.515 -1.998 -0.075  -0.206
C: -0.341 2.676 4.009  -0.506
C: -0.765 -2.398 5.505  -0.147
C: -4.115 5.336 2.628  -0.539
C: -4.794 -1.781 -0.711  -0.115
C: 2.814 2.132 1.036  -0.163
C: -0.667 3.541 0.624  -0.187
C: 1.849 -7.290 -1.630  -0.137
C: 3.134 -1.138 0.998  -0.189
C: -1.001 -1.933 4.082  -0.159
C: 0.870 3.739 -1.327  -0.281
C: 1.017 -2.108 -0.136  -0.181
C: -2.098 2.600 -2.747  -0.242
C: -1.443 3.140 3.078  -0.088
C: -2.666 -3.184 -0.715  -0.221
C: 2.554 1.119 2.165  -0.201
C: 1.771 -1.829 1.175  -0.183
H: -1.936 5.693 1.172  0.094
H: 1.235 1.238 -1.078  0.102
H: -3.371 7.339 3.721  -0.147
H: 1.141 -1.275 1.878  0.082
H: -0.801 -1.439 0.820  0.089
H: -0.519 1.402 -0.881  0.085
H: -4.431 -1.260 -1.604  0.065
H: 3.723 2.675 1.309  0.136
H: 3.904 -1.906 1.100  0.112
H: 0.286 3.229 -2.098  0.111
H: -2.915 2.565 -3.471  0.056
H: -3.841 4.638 -2.017  0.073
H: -5.369 -1.057 -0.126  0.066
H: 1.136 -2.627 -6.154  0.132
H: -0.857 -1.440 -0.954  0.102
H: -2.067 -1.855 3.855  0.137
H: 1.301 -8.041 -1.070  0.139
H: -2.378 2.728 3.468  0.132
H: 0.238 4.493 4.732  0.109
H: -3.764 3.535 1.517  0.090
H: 2.473 4.117 -3.256  0.031
H: 1.497 0.862 2.272  0.078
H: -3.097 -4.182 -0.838  0.116
H: -2.134 2.087 1.293  0.084
H: -1.457 -1.953 6.214  0.137
H: -2.961 5.840 -0.223  0.120
H: -4.034 -2.930 0.930  0.112
H: -0.685 -4.013 -0.760  0.110
H: -0.097 6.128 -2.994  0.103
H: -5.167 5.171 2.865  0.072
H: -1.347 -3.761 0.867  0.099
H: 1.324 3.347 1.936  0.110
H: -0.510 1.738 1.797  0.093
H: 1.390 -1.428 -0.907  0.096
H: 4.480 0.237 1.983  0.120
H: 3.577 -8.246 -2.557  0.140
H: -5.477 -2.575 -1.010  0.074
H: 2.186 4.163 0.659  0.113
H: 3.411 -0.634 3.050  0.123
H: -1.597 1.633 -2.787  0.034
H: 0.262 -2.219 5.826  0.137
H: 3.235 -3.234 -7.247  0.134
H: -3.546 4.938 3.466  0.051
H: -0.290 4.400 1.184  0.139
H: 1.395 -7.151 -2.612  0.135
H: 1.979 -2.797 1.634  0.115
H: 3.053 1.643 0.091  0.086
H: 3.262 -0.715 -0.003  0.102
H: -2.585 -2.755 -1.721  0.106
H: 3.688 -3.325 -5.523  0.134
H: 2.998 2.427 -1.943  0.022
H: -4.701 4.731 0.681  0.105
H: 1.289 -3.111 -0.454  0.073
H: -3.101 -1.489 0.581  0.088
H: 3.735 -7.984 -0.800  0.137
H: 2.816 1.645 3.091  0.117
H: 1.345 3.247 4.900  0.110
H: -0.504 -0.994 3.854  0.105
H: -1.429 3.404 -3.056  0.036
H: 0.495 0.899 0.480  0.085
H: 1.170 6.755 -2.135  0.103
H: -1.554 4.224 3.070  0.102
H: 0.545 5.646 -0.327  0.166
H: 1.398 -3.824 -4.857  0.121

The charge is +1. For the total energy, the calculation gives -4824.7736 hartree. Its LUMO energy is -2.2 eV. Its spin multiplicity is 1. As for the HOMO energy: -11.64 eV. The calculation puts the HOMO-LUMO gap at 9.428 eV.

Record 4
3 unconnected molecules or ions with the total composition C2H7NO2 in a non-equilibrium geometry. Source: OMol25; level of theory: wB97M-V/def2-TZVPD.

Last column: Löwdin charge in e.
CARTESIAN COORDINATES (ANGSTROEM)
O: 0.244 -0.083 -1.343  0.108
O: -1.822 1.188 -1.146  -0.322
N: 2.201 -0.978 1.765  0.049
C: 0.304 -0.224 -0.080  -0.184
C: -0.868 -0.231 0.708  0.234
H: 2.264 -0.504 2.673  -0.018
H: -0.633 0.487 -1.508  0.042
H: 1.214 -0.555 0.453  0.008
H: 3.124 -1.400 1.622  -0.016
H: -2.276 1.924 -1.565  -0.026
H: -1.820 0.212 0.411  0.055
H: -0.731 -0.590 1.720  0.072

For the total energy, the calculation gives -285.3326 hartree. Its LUMO energy is -4.4 eV. Its spin multiplicity is 1. As for the HOMO energy: -8.58 eV. The calculation puts the HOMO-LUMO gap at 4.221 eV.

Record 5
A single C3H3NO molecule in a non-equilibrium geometry. Source: OMol25; level of theory: wB97M-V/def2-TZVPD.

Last column: Löwdin charge in e.
CARTESIAN COORDINATES (ANGSTROEM)
O: 1.481 -0.972 -1.480  -0.128
N: 1.114 0.090 -0.559  0.042
C: -0.112 -0.131 -0.385  -0.223
C: -1.545 1.067 1.487  0.109
C: -0.795 0.595 0.628  -0.120
H: 2.494 -1.113 -1.383  0.131
H: -2.010 1.471 2.440  0.063
H: -0.628 -1.006 -0.748  0.125

Its SMILES is C#C/C=N/O. For the total energy, the calculation gives -245.9563 hartree. Its LUMO energy is 0.5 eV. Its spin multiplicity is 1. As for the HOMO energy: -9.65 eV. The calculation puts the HOMO-LUMO gap at 10.165 eV.

Which of these has the highest HOMO? C4H10N2O2

Among the records above, which one has the lowest HOMO-LUMO gap? C2H7NO2